Record 1
Below is C20H22BMoN2O5 as an isolated structure, with properties calculated with ωB97M-V/def2-TZVPD.

Atoms and positions in Å:
Mo (0.054937, 0.048497, 0.138145)
O (-3.678850, -3.992520, 1.028382)
C (-4.362889, -2.863694, 0.800457)
C (-5.754314, -2.958734, 0.760475)
C (-6.517972, -1.834326, 0.542784)
C (-5.925079, -0.581946, 0.352160)
C (-4.557658, -0.478320, 0.375066)
C (-3.754125, -1.610890, 0.597297)
C (-2.319216, -1.478993, 0.609682)
O (-1.791421, -0.275808, 0.272257)
N (-1.496036, -2.434645, 0.888237)
N (-0.179778, -1.992565, 0.794015)
C (0.721637, -2.873591, 1.061005)
C (2.136120, -2.604459, 1.130363)
C (3.009265, -3.609542, 1.555343)
C (4.361638, -3.350425, 1.683230)
C (4.854932, -2.086083, 1.387634)
C (4.011070, -1.068689, 0.960565)
C (2.664183, -1.344381, 0.839861)
O (1.818498, -0.367239, 0.411051)
H (-2.727433, -3.801277, 1.079993)
H (-6.202727, -3.931025, 0.909531)
H (-7.595953, -1.926003, 0.520116)
H (-6.537007, 0.292931, 0.186666)
H (-4.079909, 0.478100, 0.216963)
H (0.377136, -3.874348, 1.301566)
H (2.615643, -4.590809, 1.788421)
H (5.032178, -4.130658, 2.013824)
H (5.912705, -1.884358, 1.489881)
H (4.383953, -0.082971, 0.721584)
C (1.788073, 1.807362, -4.695982)
C (1.117079, 0.619939, -4.038206)
C (1.835264, -0.670727, -4.396437)
O (1.251373, 0.766945, -2.577071)
B (0.079160, 0.327670, -2.050713)
O (-0.917386, 0.085725, -2.928256)
C (-0.435486, 0.555576, -4.237371)
C (-0.894354, -0.439672, -5.283878)
C (-1.077887, 1.912982, -4.467832)
H (2.863397, 1.760487, -4.527887)
H (1.417557, 2.750166, -4.300039)
H (1.615280, 1.790602, -5.773307)
H (2.872707, -0.598307, -4.071830)
H (1.823669, -0.838962, -5.473032)
H (1.380228, -1.533089, -3.907442)
H (-0.596501, -1.454618, -5.031221)
H (-0.476216, -0.184362, -6.258987)
H (-1.980070, -0.409089, -5.364933)
H (-0.797724, 2.625881, -3.691165)
H (-2.160921, 1.797961, -4.451753)
H (-0.791534, 2.326426, -5.434408)

Cartesian forces, eV/Å:
-0.1 -0.6 0.3
-0.1 0.0 0.0
0.0 -0.1 0.0
0.0 0.0 0.0
0.0 0.0 0.0
0.0 0.0 0.0
0.0 0.0 0.0
0.1 0.0 0.1
0.0 0.0 -0.2
0.6 0.3 0.3
0.0 0.2 -0.1
0.0 0.1 -0.7
-0.1 0.2 0.2
0.1 0.0 0.0
0.0 0.0 0.0
0.0 0.0 0.0
0.0 0.0 0.0
-0.1 -0.1 0.0
0.1 0.0 -0.1
-0.6 0.5 0.0
0.1 0.0 0.0
0.0 0.0 0.0
0.0 0.0 0.0
0.0 0.0 0.0
0.0 0.0 0.0
0.0 0.0 0.1
0.0 0.0 0.0
0.0 0.0 0.0
0.0 0.0 0.0
0.0 0.0 0.0
0.0 0.0 0.0
0.0 0.1 0.0
0.0 0.0 0.0
0.0 0.1 -0.1
0.2 -0.6 0.4
0.0 0.0 0.0
0.0 0.0 0.0
0.0 0.0 0.0
0.0 0.0 0.0
0.0 0.0 0.0
0.0 0.0 0.0
0.0 0.0 0.0
0.0 0.0 0.0
0.0 0.0 0.0
0.0 0.0 0.0
0.0 0.0 0.0
0.0 0.0 0.0
0.0 0.0 0.0
0.0 0.0 0.0
0.0 0.0 0.0
0.0 0.0 0.0

Properties
- Orbital gap (alpha / beta): 6.515 / 6.477 eV
- Spin multiplicity: 1
- E_HOMO (alpha / beta): -11.2600 / -11.2531 eV
- Net charge: +1

---

Record 2
Below is C20H22BrN5OS2Tl as an isolated structure, with properties calculated with ωB97M-V/def2-TZVPD.

Atoms and positions in Å:
Tl (1.805597, -0.388530, 1.181640)
C (3.904495, -4.749498, 1.166783)
C (3.192382, -3.476400, 0.836817)
N (3.510393, -2.316742, 1.269503)
N (4.574683, -2.155334, 2.102895)
C (4.943705, -0.921461, 2.502364)
N (6.024031, -0.821531, 3.254762)
S (4.111649, 0.514244, 2.074606)
C (2.026644, -3.488280, -0.098187)
C (1.725100, -4.608587, -0.853105)
C (0.660099, -4.562931, -1.746204)
C (-0.077854, -3.399852, -1.853282)
C (0.279816, -2.320119, -1.060592)
N (1.304806, -2.359336, -0.212997)
H (4.331676, -4.734333, 2.169172)
H (4.708952, -4.937443, 0.450861)
H (3.224214, -5.596279, 1.139098)
H (5.123078, -2.959988, 2.380873)
H (6.609149, -1.611277, 3.488083)
H (6.302495, 0.080586, 3.611379)
H (2.315828, -5.508414, -0.768819)
H (0.417802, -5.429506, -2.346540)
H (-0.914273, -3.321169, -2.532731)
H (-0.272671, -1.388997, -1.109391)
Br (1.417769, 2.883097, 0.975103)
C (1.954834, 2.237618, -0.722970)
C (2.242535, 3.130451, -1.737265)
C (2.660167, 2.609373, -2.952274)
C (2.773010, 1.233647, -3.105377)
C (2.462112, 0.423603, -2.033763)
N (2.054479, 0.919146, -0.855225)
H (2.150787, 4.194333, -1.575500)
H (2.900598, 3.275516, -3.770192)
H (3.102515, 0.796430, -4.036753)
H (2.540303, -0.654315, -2.098744)
C (-4.035183, 3.129046, 2.698117)
S (-3.868562, 2.318210, 1.109023)
O (-2.641363, 2.703943, 0.422809)
C (-5.320804, 2.597271, 0.211667)
C (-6.496990, 1.992531, 0.676941)
C (-7.667687, 2.244568, -0.006625)
C (-7.648250, 3.062752, -1.135296)
C (-6.462686, 3.634653, -1.596753)
C (-5.275064, 3.395382, -0.936607)
H (-4.138486, 4.196324, 2.501734)
H (-3.136357, 2.901235, 3.266181)
H (-4.922925, 2.728420, 3.184816)
H (-6.494051, 1.346689, 1.546556)
H (-8.595209, 1.803147, 0.329816)
H (-8.571478, 3.256879, -1.665084)
H (-6.473326, 4.273655, -2.468760)
H (-4.342484, 3.827572, -1.272564)

Cartesian forces, eV/Å:
0.2 -0.1 -0.1
0.0 0.0 0.0
0.0 0.0 0.0
0.0 0.0 0.0
0.0 0.0 0.0
0.0 0.0 0.0
0.0 0.0 0.0
0.0 0.0 0.1
0.0 0.0 0.0
0.0 0.0 0.0
0.0 0.0 0.0
0.0 0.0 0.0
0.0 0.0 0.0
0.0 0.0 0.0
0.0 0.0 0.0
0.0 0.0 0.0
0.0 0.0 0.0
0.0 0.0 0.0
0.0 0.0 0.0
0.0 0.0 0.0
0.0 0.0 0.0
0.0 0.0 0.0
0.0 0.0 0.0
0.0 0.0 0.0
0.0 0.0 -0.1
0.0 0.0 0.0
0.0 0.0 0.0
0.0 0.0 0.0
0.0 0.0 0.0
0.0 0.0 0.0
0.0 0.0 0.0
0.0 0.0 0.0
0.0 0.0 0.0
0.0 0.0 0.0
0.0 0.0 0.0
0.0 0.0 0.0
-0.2 0.0 0.0
0.0 0.1 0.0
0.0 0.1 0.0
0.0 0.0 0.0
0.0 0.0 0.0
0.0 0.0 0.0
0.0 0.0 0.0
0.0 -0.1 0.0
0.0 0.0 0.0
0.0 0.0 0.0
0.0 0.0 0.0
0.0 0.0 0.0
0.0 0.0 0.0
0.0 0.0 0.0
0.0 0.0 0.0
0.0 0.0 0.0

Properties
- Orbital gap (alpha / beta): 6.592 / 5.461 eV
- Spin multiplicity: 1
- E_HOMO (alpha / beta): -17.0784 / -16.3117 eV
- ΔE to the lowest compared entry with this formula, charge and spin: 15.99 kcal per mole
- Net charge: +3

---

Record 3
Below is C20H22ClF6IrN4O3SSb as an isolated structure, with properties calculated with ωB97M-V/def2-TZVPD.

Atoms and positions in Å:
Ir (-0.468966, 0.259813, 1.137795)
C (5.152069, 4.399990, -2.882916)
C (4.804556, 3.199333, -2.024006)
C (3.366887, 2.733872, -2.269550)
N (2.947751, 1.677867, -1.344357)
C (1.985239, 1.687131, -0.464330)
S (1.682784, 0.125482, 0.311868)
N (1.229522, 2.749397, -0.144164)
C (1.673602, 4.099287, 0.104743)
O (2.852689, 4.329582, 0.169425)
C (0.605477, 5.074071, 0.266076)
C (-0.846721, 4.790691, 0.010730)
C (-1.580089, 5.991991, -0.518038)
C (-1.120167, 7.243047, -0.305701)
C (0.140870, 7.455736, 0.306743)
C (0.995566, 6.373481, 0.526389)
H (6.194173, 4.675460, -2.739600)
H (4.513931, 5.253554, -2.649372)
H (5.028493, 4.196428, -3.949690)
H (4.907137, 3.467351, -0.973008)
H (5.503099, 2.378277, -2.205353)
H (3.304029, 2.307949, -3.274340)
H (2.670005, 3.564255, -2.215812)
H (3.448356, 0.800098, -1.444107)
H (0.372198, 2.540748, 0.350804)
H (-1.003169, 3.928669, -0.641022)
H (-2.545268, 5.805841, -0.969776)
H (-1.705784, 8.098177, -0.615385)
H (0.483562, 8.459277, 0.516045)
H (2.024857, 6.547597, 0.814442)
N (0.550142, -0.812103, 5.025478)
C (0.729677, -0.138841, 3.864642)
N (-0.129616, -0.512522, 2.932297)
C (-0.923508, -1.500952, 3.516146)
C (-1.946664, -2.263286, 3.015466)
C (-2.521504, -3.201053, 3.893142)
C (-2.079551, -3.369997, 5.244300)
C (-1.056010, -2.621101, 5.750739)
C (-0.480949, -1.686641, 4.869640)
H (1.105580, -0.702867, 5.868458)
H (1.491466, 0.613348, 3.716970)
H (-2.291027, -2.167102, 1.993230)
H (-3.332283, -3.821724, 3.528214)
H (-2.559365, -4.104023, 5.878862)
H (-0.706316, -2.750385, 6.766558)
F (-1.729760, -1.380846, -0.277452)
Sb (-2.961720, 0.014715, -0.850594)
F (-4.454792, -0.956938, -0.383023)
F (-2.554582, -0.266275, -2.625333)
F (-3.550872, 1.773251, -1.052330)
F (-1.085559, 1.013176, -0.688953)
F (-2.722093, 0.408369, 1.134968)
Cl (-4.318583, 3.268190, 2.200329)
C (-2.727882, 3.409601, 2.992246)
C (-1.647750, 3.411892, 1.933451)
O (-1.637487, 4.515502, 1.263573)
O (-0.812976, 2.496987, 1.790334)
H (-2.601462, 2.582038, 3.682110)
H (-2.732842, 4.355834, 3.526596)

Cartesian forces, eV/Å:
0.7 1.1 -2.2
-0.1 0.0 -0.5
0.0 -0.1 0.5
0.4 0.4 -0.5
-0.3 -0.3 0.5
0.0 0.7 -0.5
-1.6 -0.4 1.2
0.0 -0.4 -0.1
0.5 0.2 0.1
-0.1 -0.1 -0.1
-0.4 0.3 0.2
0.3 0.2 -0.5
0.0 -0.2 0.1
0.0 0.1 0.0
-0.1 0.0 0.0
0.2 -0.4 -0.1
0.0 0.1 0.1
0.1 0.0 0.1
0.0 -0.1 0.0
0.0 0.0 0.1
-0.1 0.0 -0.1
-0.1 -0.1 0.1
-0.1 0.0 0.1
0.1 0.0 0.0
-0.1 0.0 0.1
0.0 0.0 0.1
0.0 0.0 0.0
0.0 0.0 0.0
0.0 0.0 0.0
0.0 0.0 -0.1
-0.6 -0.8 0.4
-0.3 0.2 -1.1
0.8 0.0 1.3
-0.5 -0.7 0.3
0.7 0.8 -0.4
-0.3 -0.5 0.5
0.2 0.1 0.3
-0.5 -0.6 0.2
0.6 0.8 -0.7
0.1 0.1 -0.1
0.0 0.0 0.1
0.0 0.0 0.0
0.0 0.0 0.0
-0.1 0.0 -0.1
0.0 0.0 0.0
-0.4 0.1 -0.1
0.9 0.8 0.5
0.1 0.2 -0.4
-0.3 -0.1 0.3
-0.1 -0.8 0.1
-0.3 -0.3 0.3
0.7 -0.3 -0.2
0.2 -0.1 0.0
-0.3 -0.1 -0.2
0.2 0.3 0.2
-0.1 -0.2 0.2
-0.1 -0.1 -0.2
0.1 0.0 0.0
0.2 0.0 0.0

Properties
- Orbital gap (alpha / beta): 5.670 / 3.634 eV
- Spin multiplicity: 5
- E_HOMO (alpha / beta): -15.7028 / -17.0622 eV
- <S²>: 6.063
- Net charge: +3

---

Record 4
Below is C20H22ClIMnN5O as an isolated structure, with properties calculated with ωB97M-V/def2-TZVPD.

Atoms and positions in Å:
Mn (11.754981, 9.930987, 7.113132)
C (14.169048, 9.960808, 5.555913)
C (12.996552, 9.476107, 4.667256)
N (11.655687, 10.073409, 5.064192)
C (10.378376, 9.480327, 4.597404)
C (9.368070, 9.398391, 5.741615)
C (8.189419, 8.675345, 5.692608)
C (7.516211, 8.281452, 7.013919)
C (8.646619, 8.088108, 9.528400)
C (9.928619, 8.556890, 9.376994)
C (11.044900, 9.093931, 10.102901)
N (12.219389, 9.567732, 9.243042)
C (13.433706, 8.645615, 9.070553)
C (14.453767, 9.221234, 8.037594)
N (13.799762, 10.138693, 7.011238)
N (9.817813, 9.713871, 7.093719)
H (14.621964, 10.897816, 5.164605)
H (14.995634, 9.219659, 5.642154)
H (12.959261, 8.361490, 4.711503)
H (13.239731, 9.743840, 3.622381)
H (11.654013, 11.048031, 4.777949)
H (10.537509, 8.465020, 4.171268)
H (9.995359, 10.142671, 3.763725)
H (7.525470, 8.609020, 4.796233)
H (6.839905, 7.403765, 6.849544)
H (7.923238, 8.103324, 10.375790)
H (11.431451, 8.444614, 10.935484)
H (10.714993, 9.981368, 10.630140)
H (12.558370, 10.408084, 9.743006)
H (12.985327, 7.727262, 8.684287)
H (13.938403, 8.389124, 9.971780)
H (14.866341, 8.336373, 7.612135)
H (15.234648, 9.770497, 8.668853)
H (14.178199, 11.073132, 7.194226)
Cl (5.491969, 8.482879, 8.701566)
C (6.668766, 9.260760, 7.718109)
C (6.730164, 10.618125, 7.617873)
C (7.896095, 11.328178, 7.330128)
I (8.108802, 13.266281, 6.540128)
C (9.193601, 10.877465, 7.781943)
O (9.896013, 11.443231, 8.633357)
C (9.909680, 8.319640, 7.894779)
N (11.075718, 7.793271, 7.300556)
C (11.093443, 6.502125, 7.242043)
C (10.009460, 5.662505, 7.489975)
C (8.803778, 6.218847, 7.843735)
C (8.602552, 7.648321, 8.021396)
H (5.807062, 11.156718, 7.795662)
H (11.999109, 6.042233, 6.864670)
H (10.210179, 4.642232, 7.403763)
H (7.891222, 5.581331, 7.847924)

Cartesian forces, eV/Å:
2.4 0.3 1.1
0.9 -0.5 0.5
0.2 -0.7 -0.6
0.8 0.0 0.8
-0.3 0.7 -1.2
-2.3 -2.3 -0.1
0.3 2.3 0.2
0.4 -1.8 -0.3
1.1 0.8 -0.2
-2.0 -1.2 -1.2
2.6 0.5 2.0
0.2 0.3 0.1
-1.9 0.3 -1.3
-0.4 1.2 1.9
0.3 0.5 0.0
-1.5 -0.4 0.4
-0.5 -0.5 0.3
-0.6 0.3 -1.1
-0.4 0.8 0.1
-0.2 -0.2 0.4
0.2 0.0 -0.1
0.0 0.7 0.4
0.1 -0.9 0.8
1.2 -0.6 0.5
0.4 0.8 -0.3
0.7 -0.5 -0.8
-0.5 0.2 -0.8
-0.1 0.3 0.1
-0.3 -0.5 -0.6
0.3 0.1 0.1
0.3 0.1 0.9
0.7 -0.3 -0.8
-0.9 -0.6 -1.4
-0.5 -0.3 0.4
0.4 1.0 -0.7
-0.6 -1.9 1.1
0.4 1.6 -0.3
-1.4 1.6 -0.4
-0.7 -1.1 0.6
4.1 -0.7 1.6
-2.5 -1.4 -2.3
1.3 3.3 0.3
0.0 -1.2 -0.1
1.8 1.3 -1.1
-2.9 1.3 1.5
-0.1 -3.0 -1.3
-1.5 0.9 0.3
-0.1 0.3 -0.1
0.2 0.0 0.0
-0.3 -1.6 -0.2
0.8 0.3 0.3

Properties
- Orbital gap (alpha / beta): 6.278 / 5.155 eV
- Spin multiplicity: 4
- E_HOMO (alpha / beta): -18.4217 / -17.3068 eV
- <S²>: 3.767
- Net charge: +3

---

The highest spin multiplicity belongs to which entry? C20H22ClF6IrN4O3SSb

---

Which value of net charge does entry 4 give? +3

---

Which formula does entry 2 have? C20H22BrN5OS2Tl